45
Properties=species:S:1:pos:R:3:forces:R:3:mulliken_spin:R:1 method="wB97M-V/def2-TZVPD" relative_energy_kj_mol=111.4 gap_ev="5.3 / 5.7" spin_multiplicity=3 total_charge=-2 total_energy_ha=-1308.32380
W -1.510 0.044 0.018 0.015 0.329 -0.528 2.5784
C 4.382 -0.958 -1.090 0.515 -0.141 -1.209 -0.0004
N 3.385 -0.983 -0.081 0.589 -0.247 -0.005 0.0013
C 3.836 -1.002 1.298 0.613 0.636 -1.807 -0.0008
C 1.996 -0.679 -0.370 0.783 1.953 0.296 0.0282
C 1.122 -1.829 -0.177 0.335 -2.496 1.184 0.0754
C 1.789 -3.062 0.122 -1.502 0.237 -1.424 -0.0503
C 1.039 -4.231 0.002 0.228 1.263 1.020 0.0901
C -0.309 -4.095 -0.158 -3.108 -0.805 -0.098 -0.0327
C -1.058 -2.927 -0.163 2.736 0.791 -0.484 0.0336
C -0.270 -1.710 -0.153 -1.914 -0.203 -0.165 -0.1537
H 5.413 -1.104 -0.721 -0.452 0.038 0.464 0.0000
H 4.451 0.017 -1.646 -0.270 -0.605 0.123 0.0002
H 4.280 -1.807 -1.833 -0.186 0.843 0.346 0.0000
H 4.331 -0.042 1.462 -0.001 0.240 0.871 0.0009
H 4.598 -1.771 1.422 0.030 -0.277 0.169 0.0002
H 3.022 -1.192 1.959 -0.572 0.045 0.540 0.0000
H 1.838 -0.263 -1.394 0.440 -0.198 0.595 0.0047
H 1.684 0.134 0.310 -0.091 -0.319 -0.415 0.0039
H 2.851 -3.070 0.285 0.163 -0.109 -0.022 -0.0057
H 1.366 -5.194 0.290 0.849 -0.920 -0.059 0.0113
H -0.982 -4.950 -0.167 0.510 -0.633 -0.070 -0.0031
H -2.148 -2.969 -0.233 0.633 0.166 0.214 0.0093
O -7.811 -0.881 0.078 1.964 0.539 0.055 0.0035
C -6.608 -0.645 0.164 0.423 -0.977 0.379 0.0007
C -5.434 -1.620 0.789 -2.910 0.891 0.049 0.0051
O -5.656 -2.711 1.344 0.963 1.964 -1.209 0.0050
C -4.255 -0.782 0.580 1.345 -3.223 0.593 0.0103
C -4.432 0.502 0.117 -0.888 1.038 -0.016 -0.0019
O -3.510 1.384 0.011 0.341 -1.515 -0.103 -0.0146
C -5.821 0.626 -0.307 -1.103 1.163 -0.416 0.0018
O -6.261 1.597 -0.927 -0.185 -1.097 0.507 -0.0011
O -3.060 -1.292 0.730 -0.280 0.949 0.365 -0.0757
C -0.386 1.431 -0.282 -1.986 -2.906 0.261 -0.4007
C 0.119 2.680 -0.211 -0.310 3.264 -0.801 0.0224
C -0.697 3.826 -0.582 2.056 0.333 1.001 -0.0654
C -0.117 5.100 -0.476 -0.570 -0.875 -0.260 0.0340
C 1.231 5.235 -0.123 -0.321 1.336 -0.120 -0.0665
C 1.967 4.142 0.235 1.091 0.116 0.686 0.0328
C 1.414 2.895 0.229 0.889 -1.052 0.287 -0.0641
H -1.733 3.673 -0.807 -0.310 -0.077 -0.194 -0.0019
H -0.743 5.975 -0.648 0.199 -0.032 -0.111 0.0022
H 1.733 6.203 -0.067 -0.403 -0.002 -0.074 -0.0067
H 2.980 4.305 0.617 -0.176 -0.173 -0.249 0.0026
H 1.974 2.000 0.552 -0.173 0.749 -0.165 -0.0125


24
Properties=species:S:1:pos:R:3:forces:R:3:nbo_charge:R:1 method="wB97M-V/def2-TZVPD" relative_energy_kj_mol=353.5 gap_ev=9.5 spin_multiplicity=1 smiles=OC[C@@H]1NC[C@H](O)[C@@H](O)[C@H]1O total_charge=0 total_energy_ha=-591.99980
O 0.625 1.159 -2.873 0.724 -3.834 -1.925 -0.7405
C 0.163 -0.023 -2.047 1.501 -0.463 0.730 -0.1155
C -0.333 0.798 -0.938 -0.321 3.080 1.256 -0.1264
N 0.667 1.376 -0.037 -0.095 0.278 1.796 -0.6475
C 1.404 0.359 0.659 -1.983 -3.376 -2.577 -0.2372
C 0.434 -0.593 1.415 -2.060 1.119 -0.449 0.0387
O 1.165 -1.701 1.894 0.545 1.365 5.461 -0.7145
C -0.871 -1.029 0.635 2.522 0.774 -3.885 0.0721
O -1.789 -1.407 1.516 -0.392 -3.210 3.164 -0.6800
C -1.436 0.197 -0.099 0.798 -0.638 0.623 0.0712
O -1.915 1.009 0.934 1.215 2.470 -0.554 -0.7103
H 1.109 0.755 -3.656 -0.772 0.962 1.230 0.4746
H -0.784 -0.657 -2.291 2.056 0.906 -0.988 0.2027
H 1.108 -0.694 -1.620 -2.540 1.372 -1.964 0.1870
H -0.673 1.715 -1.482 -0.605 -0.741 0.644 0.2464
H 1.353 1.990 -0.419 -0.185 0.629 -0.952 0.3835
H 1.801 -0.275 -0.261 0.437 0.522 2.640 0.1514
H 2.134 0.617 1.367 1.239 0.967 0.427 0.2114
H -0.197 -0.108 2.248 1.727 0.008 -0.708 0.1869
H 1.356 -1.369 2.971 -0.505 -1.977 -4.817 0.4731
H -0.685 -1.765 -0.224 0.206 0.151 1.245 0.1414
H -1.259 -2.007 2.133 -1.551 0.786 -0.839 0.4713
H -2.211 -0.030 -0.817 -0.713 -0.480 0.155 0.1783
H -1.169 1.682 0.991 -1.248 -0.671 0.287 0.4821


34
Properties=species:S:1:pos:R:3:forces:R:3:nbo_charge:R:1 method="wB97M-V/def2-TZVPD" relative_energy_kj_mol=13.5 gap_ev=9.0 spin_multiplicity=1 smiles="Fc1ccccc1NC(=S)NCCc1cccc(Cl)c1" total_charge=0 total_energy_ha=-1647.78029
F 0.937 -2.503 1.814 0.061 0.083 -0.161 -0.3460
C 1.886 -2.196 0.885 0.056 -0.001 -0.131 0.4234
C 3.211 -2.409 1.183 -0.235 0.017 0.005 -0.2917
C 4.168 -2.085 0.234 0.033 0.029 -0.045 -0.2132
C 3.773 -1.560 -0.983 0.110 -0.051 0.139 -0.2058
C 2.436 -1.352 -1.275 -0.004 0.029 -0.060 -0.2263
C 1.457 -1.665 -0.337 0.470 -0.094 0.068 0.0678
N 0.087 -1.477 -0.487 -0.798 -0.109 0.478 -0.5863
C -0.643 -0.830 -1.437 -0.105 -0.240 -0.080 0.2998
S -0.090 -0.361 -2.918 0.165 0.238 -0.520 -0.2373
N -1.945 -0.637 -1.088 0.121 -0.370 0.387 -0.6012
C -2.756 0.377 -1.724 -0.041 0.218 -0.256 -0.2138
C -2.252 1.810 -1.422 -0.022 -0.161 -0.015 -0.4683
C -1.725 1.880 -0.018 0.006 0.167 0.015 0.0969
C -2.580 1.995 1.071 0.039 0.013 -0.053 -0.2674
C -2.084 1.938 2.362 -0.028 -0.044 0.033 -0.1894
C -0.732 1.743 2.589 0.118 -0.020 0.022 -0.2497
C 0.120 1.633 1.503 -0.199 0.026 -0.011 -0.0170
Cl 1.813 1.362 1.755 0.101 0.009 0.041 0.0084
C -0.363 1.714 0.208 0.035 0.128 0.120 -0.2868
H 3.478 -2.817 2.144 -0.012 -0.041 0.106 0.2303
H 5.213 -2.241 0.451 0.098 -0.022 0.025 0.2170
H 4.514 -1.304 -1.725 0.060 0.020 -0.074 0.2170
H 2.147 -0.942 -2.227 -0.001 -0.046 0.055 0.2575
H -0.431 -1.753 0.340 0.132 0.085 -0.143 0.4013
H -2.178 -0.808 -0.118 0.057 0.056 -0.080 0.3837
H -3.776 0.243 -1.361 0.037 -0.009 -0.008 0.2023
H -2.735 0.205 -2.802 -0.129 0.007 0.125 0.2380
H -1.454 2.054 -2.122 -0.073 0.035 -0.006 0.2359
H -3.075 2.508 -1.571 -0.014 0.054 -0.028 0.2199
H -3.639 2.131 0.906 -0.133 0.028 -0.021 0.2125
H -2.756 2.034 3.202 -0.052 0.013 0.086 0.2183
H -0.343 1.677 3.593 0.064 0.000 0.095 0.2292
H 0.320 1.638 -0.624 0.080 -0.047 -0.106 0.2412